# 1
Formula: C5H9NO
Source: the Open Molecules 2025 dataset
Level of theory: ωB97M-V/def2-TZVPD

Geometry (Å):
O 0.6205 -2.0300 -0.0465
C 0.4213 -0.6760 0.1177
C -0.4444 -0.0843 1.1430
C -0.6624 0.2353 -0.3657
N 0.3064 1.1068 -1.1182
C 1.1078 1.8060 -0.1344
C 1.4034 0.3755 -0.4310
H 0.5019 -2.2151 -0.9884
H -1.1747 -0.7949 1.5266
H -0.0802 0.6018 1.9020
H -1.6440 0.1330 -0.8037
H 0.5935 2.1530 0.7547
H 1.7919 2.5249 -0.5796
H 2.3257 0.0867 -0.9282
H -2.6454 -1.5484 0.3228
H -2.4213 -1.6743 -0.3710

Atoms 1-2, force components in eV/Å:
O 0.01 -0.07 -0.17
C -0.03 0.26 0.13

The largest force on an atom comes out at 0.4 eV/Å. As for the lowest unoccupied orbital energy: 1.02 eV. The orbital gap is 10.0 eV. Its SMILES is O[C@]12C[C@H]1N1C[C@H]12.[H][H].

Mulliken population analysis, charges in e, atoms 1 to 4:
1. O -0.545
2. C 0.780
3. C -0.680
4. C -0.420

=====

# 2
Formula: C16H48BN4O4Pb
Source: the Open Molecules 2025 dataset
Level of theory: ωB97M-V/def2-TZVPD

Geometry (Å):
Pb 3.5258 12.7701 5.2337
B 5.7892 12.9255 6.9202
H 6.9560 13.1799 6.7362
H 5.4392 11.9602 6.2485
H 5.5167 12.6906 8.0790
H 5.1277 13.9165 6.6166
C 2.0414 12.1979 9.3121
C 1.4237 12.6131 7.9692
C -0.0072 13.0455 8.2282
O -0.7075 13.1400 7.0013
C -2.1096 13.0528 7.1574
N 2.2844 13.7142 7.4248
H 1.4998 11.4552 9.8979
H 2.0336 13.0907 9.9604
H 3.0935 11.9160 9.2585
H 1.4508 11.6980 7.3678
H -0.0320 14.0256 8.7217
H -0.4879 12.2942 8.8644
H -2.5870 13.3442 6.2165
H -2.4849 13.7387 7.9199
H -2.4200 12.0139 7.3061
H 2.6468 14.1469 8.2747
H 1.6514 14.4344 7.0568
C 4.3433 17.0611 3.2396
C 4.1141 15.5690 3.4853
C 5.4063 14.7862 3.2967
O 5.0909 13.3808 3.2892
C 6.2630 12.5596 3.2104
N 3.5416 15.2977 4.8404
H 5.1595 17.4130 3.8758
H 3.4159 17.6241 3.2623
H 4.7631 17.1910 2.2345
H 3.4461 15.1426 2.7226
H 6.0737 14.9355 4.1607
H 5.9294 15.0430 2.3729
H 7.0564 12.9685 3.8340
H 6.5925 12.5368 2.1653
H 5.9875 11.5479 3.4910
H 4.2129 15.8252 5.4104
H 2.6660 15.8080 4.9923
C 3.8488 7.7266 5.1381
C 3.8454 9.2475 4.8957
C 3.2496 9.5872 3.5725
O 3.2931 11.0261 3.3697
C 2.9648 11.3459 2.0181
N 3.1996 10.0056 5.9724
H 2.8187 7.3811 5.2748
H 4.4570 7.5391 6.0193
H 4.2329 7.1428 4.3008
H 4.9116 9.4973 4.9343
H 2.1698 9.3595 3.6106
H 3.6397 9.0633 2.6994
H 2.1458 10.7322 1.6410
H 3.8553 11.2455 1.3918
H 2.6947 12.4029 2.0008
H 3.7850 9.9183 6.8017
H 2.3073 9.5992 6.2500
C -0.5889 13.5343 2.7011
C 0.4050 14.0565 3.7093
C -0.1772 15.1566 4.5443
O 0.7561 15.5115 5.5591
C 0.2172 16.4668 6.4525
N 0.9490 12.9351 4.5555
H -0.1224 12.8379 2.0065
H -0.8808 14.3739 2.0559
H -1.5074 13.1781 3.1628
H 1.2430 14.4770 3.1431
H -1.1673 14.9818 4.9815
H -0.2651 16.0486 3.9016
H -0.7046 16.0539 6.8656
H 0.0442 17.3940 5.8967
H 0.9456 16.6932 7.2256
H 0.5662 12.0657 4.1920
H 0.4774 13.0580 5.4590

Atoms 1-2, force components in eV/Å:
Pb 0.23 0.17 0.97
B 0.10 0.25 0.38

The largest force on an atom comes out at 1.8 eV/Å. As for the lowest unoccupied orbital energy: -1.91 eV. The charge is +1. The orbital gap is 8.8 eV.

Mulliken population analysis, charges in e, atoms 1 to 4:
1. Pb 1.026
2. B 0.829
3. H -0.262
4. H -0.308

=====

# 3
Formula: C5H12NO
Source: the Open Molecules 2025 dataset
Level of theory: ωB97M-V/def2-TZVPD

Geometry (Å):
C -3.2807 -0.1633 -0.2594
C 0.7662 -0.1186 0.6703
C 4.1277 -0.1460 -0.3054
C -2.0396 0.3671 0.5004
C -0.9235 -0.3399 -0.2195
N 2.0954 -0.0723 0.6652
O 2.7444 0.0892 -0.4581
H -2.9652 -0.2056 -1.3150
H -4.1424 0.5097 -0.0590
H -3.6339 -1.1057 0.1678
H -0.5988 0.0848 -1.2959
H 2.6534 -0.0287 1.5748
H 0.4025 -0.2093 1.6715
H 4.3370 -0.6059 0.6853
H 4.4148 -0.9096 -1.0915
H 4.7083 0.8185 -0.4106
H -2.1242 -0.0783 1.4822
H -2.0041 1.5143 0.4869
H -1.0048 -1.4551 -0.3508

Atoms 1-2, force components in eV/Å:
C -0.38 0.91 0.33
C -0.12 -0.97 0.24

The largest force on an atom comes out at 5.3 eV/Å. As for the lowest unoccupied orbital energy: -4.29 eV. The charge is +1. The orbital gap is 10.7 eV.

Mulliken population analysis, charges in e, atoms 1 to 4:
1. C -1.179
2. C -0.222
3. C -0.533
4. C -0.175

=====

# 4
Formula: C27H42N6O10
Source: the Open Molecules 2025 dataset
Level of theory: ωB97M-V/def2-TZVPD

Geometry (Å):
C 0.6002 -2.6393 -2.5605
C 2.1101 -2.9497 -2.2557
C 2.2620 -2.8327 -0.6605
C 3.5185 -3.5878 -0.1034
C 3.5920 -5.0424 -0.7058
C 3.5356 -5.2865 -2.1030
N 2.5016 -4.2891 -2.7493
O 1.9499 -4.5791 -3.9131
C 3.2081 -6.7961 -2.1833
C 4.9039 -4.9090 -2.7425
C 3.0678 -1.9091 -2.8237
H 0.5382 -1.6902 -2.0460
H -0.1061 -3.3266 -2.2725
H 0.5932 -2.2723 -3.5820
H 1.4021 -3.2036 -0.1624
H 2.1310 -1.7661 -0.3600
H 3.4612 -3.5022 1.0693
H 4.3102 -2.9692 -0.3266
H 2.7792 -5.6628 -0.0758
H 4.4273 -5.3874 -0.3376
H 2.0471 -6.8895 -2.0145
H 3.5392 -7.4008 -1.3761
H 3.4202 -7.2567 -3.2386
H 5.2675 -3.8849 -2.5943
H 5.0218 -5.0077 -3.6913
H 5.5986 -5.6940 -2.6673
H 2.9845 -1.0757 -2.3658
H 3.0086 -1.9810 -3.7889
H 4.0323 -2.0923 -2.7006
N 0.2865 0.5400 0.0231
O 0.7146 -0.1713 0.9294
O 1.0378 1.4054 -0.4867
O -0.9678 0.4848 -0.3794
C -0.7937 4.3098 2.6164
C -0.7962 5.7739 3.1736
C 0.4705 6.6771 3.0022
C 1.6997 5.9800 2.3152
C 1.5846 4.5559 1.7942
C 0.2888 3.7623 2.0453
N 2.8868 6.7460 2.1016
O 3.7971 6.1399 1.3611
O 2.7970 7.9525 2.2249
H -1.8115 3.6734 2.8424
H -1.5725 6.3489 3.6243
H 0.6026 7.6637 3.5822
H 2.2849 4.0623 1.2968
H 0.1991 2.7405 1.7721
C -0.9883 4.9580 -1.0011
C -1.8243 6.1985 -0.9838
C -3.3506 6.1796 -1.1576
C -3.9292 4.8072 -1.3053
C -3.0436 3.5628 -1.4054
C -1.5223 3.7461 -1.3374
N -5.3642 4.4749 -1.2172
O -5.8369 3.3643 -1.6823
O -5.9958 5.5261 -1.2247
H 0.0116 4.9264 -0.8049
H -1.3559 7.1759 -0.6621
H -4.1141 6.9402 -1.0888
H -3.4763 2.5548 -1.4892
H -0.9784 2.7185 -1.3076
C -3.6609 1.6124 1.9327
O -4.7678 2.2242 2.0455
N -3.0643 1.2600 3.0567
C -1.8268 0.5536 2.9176
C -3.6032 1.5157 4.4137
H -3.1648 1.3481 1.0966
H -1.1568 1.2643 2.6922
H -1.9231 -0.2715 2.4020
H -1.5294 0.4329 3.9084
H -4.6589 1.0711 4.5724
H -3.7472 2.5505 4.6907
H -3.1223 1.2165 5.1227
C -1.0271 -2.8568 0.9504
O -0.1924 -3.4442 1.7333
N -1.6845 -3.5616 0.0297
C -2.6102 -3.0414 -0.8787
C -1.4659 -5.1035 0.0693
H -1.1802 -1.8733 0.8029
H -3.5835 -2.9399 -0.4119
H -2.4597 -3.4988 -1.7863
H -2.1822 -2.0661 -1.2859
H -0.6686 -5.3381 -0.7152
H -2.2965 -5.6297 -0.3406
H -1.0695 -5.3191 1.1425

Atoms 1-2, force components in eV/Å:
C 4.00 2.77 -1.49
C -0.93 0.01 3.53

The largest force on an atom comes out at 11.5 eV/Å. As for the lowest unoccupied orbital energy: -4.68 eV. The orbital gap is 3.7 eV.

Mulliken population analysis, charges in e, atoms 1 to 4:
1. C -1.784
2. C 1.487
3. C -0.825
4. C -1.275

=====

orbital gap of number 1 (C5H9NO)? 10.0 eV

=====

Which formula does entry 2 have? C16H48BN4O4Pb

=====

Which of these has the lowest lowest unoccupied orbital energy? C27H42N6O10

=====

lowest unoccupied orbital energy of number 3 (C5H12NO)? -4.29 eV